(1)
ORCA calculation (ωB97M-V/def2-TZVPD) on a single C23H23NO3 molecule.

Values from the calculation:
SMILES: COc1ccc(CCNC(=O)c2ccccc2OCc2ccccc2)cc1
Gap between HOMO and LUMO, eV: 9.178
LUMO energy, eV: 0.6926
Energy above the lowest of the compared OMol25 structures with the same formula, charge and spin, kcal per mole: 30.18

XYZ file:
```
50
Properties=species:S:1:pos:R:3:nbo_charge:R:1
C 5.276 -2.513 0.866 -0.251
O 5.063 -1.126 0.941 -0.493
C 4.087 -0.575 0.163 0.293
C 3.262 -1.277 -0.704 -0.320
C 2.293 -0.610 -1.439 -0.153
C 2.113 0.759 -1.328 -0.060
C 1.063 1.537 -2.080 -0.431
C -0.002 0.701 -2.788 -0.226
N -0.792 -0.086 -1.873 -0.626
C -2.113 0.117 -1.699 0.672
O -2.747 0.958 -2.311 -0.635
C -2.788 -0.831 -0.755 -0.212
C -4.153 -1.024 -0.953 -0.145
C -4.886 -1.877 -0.153 -0.232
C -4.256 -2.560 0.875 -0.187
C -2.906 -2.371 1.100 -0.296
C -2.163 -1.511 0.297 0.388
O -0.811 -1.356 0.546 -0.554
C -0.495 -0.667 1.755 -0.093
C -0.858 0.792 1.656 0.009
C -2.185 1.195 1.747 -0.227
C -2.527 2.523 1.563 -0.201
C -1.545 3.463 1.301 -0.205
C -0.219 3.072 1.233 -0.209
C 0.123 1.742 1.404 -0.230
C 2.963 1.455 -0.468 -0.189
C 3.932 0.808 0.265 -0.252
H 5.570 -2.821 -0.143 0.176
H 4.388 -3.076 1.172 0.175
H 6.091 -2.725 1.557 0.201
H 3.357 -2.345 -0.821 0.219
H 1.684 -1.194 -2.113 0.201
H 1.559 2.161 -2.830 0.219
H 0.563 2.208 -1.377 0.226
H -0.700 1.364 -3.306 0.245
H 0.463 0.041 -3.529 0.187
H -0.310 -0.706 -1.239 0.423
H -4.620 -0.473 -1.755 0.241
H -5.943 -2.011 -0.326 0.217
H -4.814 -3.238 1.504 0.216
H -2.408 -2.898 1.901 0.220
H -1.011 -1.136 2.603 0.181
H 0.584 -0.792 1.872 0.205
H -2.957 0.469 1.959 0.218
H -3.562 2.822 1.623 0.216
H -1.814 4.499 1.154 0.215
H 0.552 3.804 1.041 0.210
H 1.156 1.435 1.338 0.219
H 2.856 2.527 -0.377 0.211
H 4.585 1.350 0.932 0.225
```

---

(2)
ORCA calculation (ωB97M-V/def2-TZVPD) on a single C23H23NO3 molecule.

Values from the calculation:
SMILES: O=C(NCCc1ccccc1)c1ccc(OCCOc2ccccc2)cc1
Gap between HOMO and LUMO, eV: 9.198
LUMO energy, eV: 0.7833
Energy above the lowest of the compared OMol25 structures with the same formula, charge and spin, kcal per mole: 30.75

XYZ file:
```
50
Properties=species:S:1:pos:R:3:nbo_charge:R:1
O 1.539 -1.498 1.943 -0.632
C 0.576 -1.661 1.218 0.670
N 0.053 -2.886 0.964 -0.618
C 0.691 -4.108 1.383 -0.214
C 1.405 -4.805 0.211 -0.431
C 0.431 -5.090 -0.895 -0.030
C -0.400 -6.202 -0.838 -0.173
C -1.342 -6.431 -1.826 -0.218
C -1.469 -5.545 -2.883 -0.225
C -0.645 -4.434 -2.950 -0.196
C 0.298 -4.210 -1.963 -0.238
C -0.149 -0.526 0.581 -0.177
C -0.135 0.704 1.229 -0.149
C -0.771 1.807 0.696 -0.250
C -1.414 1.708 -0.533 0.303
O -2.095 2.706 -1.165 -0.495
C -1.888 4.053 -0.806 -0.097
C -0.593 4.617 -1.418 -0.093
O 0.578 4.138 -0.806 -0.496
C 0.930 4.585 0.437 0.292
C 0.328 5.638 1.116 -0.278
C 0.790 5.998 2.373 -0.204
C 1.839 5.320 2.964 -0.244
C 2.439 4.269 2.286 -0.186
C 1.991 3.903 1.034 -0.258
C -1.420 0.478 -1.196 -0.249
C -0.802 -0.624 -0.646 -0.185
H -0.725 -2.972 0.330 0.401
H 1.417 -3.837 2.154 0.240
H -0.063 -4.777 1.810 0.192
H 1.849 -5.732 0.578 0.217
H 2.203 -4.154 -0.149 0.218
H -0.304 -6.896 -0.015 0.202
H -1.978 -7.302 -1.771 0.213
H -2.205 -5.722 -3.653 0.214
H -0.737 -3.742 -3.775 0.213
H 0.945 -3.345 -2.022 0.216
H 0.386 0.783 2.172 0.235
H -0.744 2.733 1.249 0.216
H -2.739 4.591 -1.234 0.202
H -1.895 4.188 0.280 0.186
H -0.630 5.713 -1.411 0.177
H -0.524 4.275 -2.455 0.209
H -0.495 6.187 0.685 0.207
H 0.315 6.818 2.891 0.213
H 2.187 5.606 3.945 0.215
H 3.257 3.729 2.738 0.219
H 2.438 3.083 0.495 0.232
H -1.918 0.417 -2.150 0.222
H -0.806 -1.551 -1.202 0.212
```

---

(3)
ORCA calculation (ωB97M-V/def2-TZVPD) on a molecular structure, C23H23P2Rh at a distorted geometry.

Values from the calculation:
Spin multiplicity: 5
Gap between HOMO and LUMO (spin up / spin down), eV: 2.529 / 5.824
LUMO energy (spin up / spin down), eV: -0.4626 / -1.9827

XYZ file:
```
49
Properties=species:S:1:pos:R:3:nbo_charge:R:1
C 3.724 1.349 -0.906 -0.368
C 4.983 0.816 -1.287 -0.147
C 4.988 0.566 -2.708 -0.175
C 3.730 0.942 -3.226 -0.332
C 2.924 1.396 -2.121 -0.046
Rh 0.402 2.226 0.195 0.217
P 0.163 3.280 2.114 0.125
H 3.411 1.672 0.077 0.209
H 5.837 0.687 -0.621 0.215
H 5.838 0.190 -3.288 0.221
H 1.864 1.656 -2.117 0.190
H 3.368 0.887 -4.252 0.227
H 0.084 4.724 2.119 0.024
H 1.340 3.097 2.890 0.020
H -0.878 2.984 3.050 0.043
C 0.566 -3.535 -2.022 -0.219
C 0.475 -2.318 -2.708 -0.210
C 0.268 -1.131 -1.998 -0.214
C 0.119 -1.178 -0.614 -0.262
C 0.273 -2.382 0.081 -0.255
C 0.478 -3.567 -0.631 -0.194
P -0.485 0.328 0.245 1.003
C -2.192 0.451 -0.447 -0.419
C -2.437 1.682 -1.020 -0.244
C -3.640 1.917 -1.692 -0.252
C -4.597 0.893 -1.740 -0.344
C -4.358 -0.355 -1.155 -0.179
C -3.137 -0.596 -0.502 -0.352
C -0.531 -0.215 1.980 -0.405
C -1.764 -0.285 2.616 -0.156
C -1.799 -0.660 3.959 -0.211
C -0.599 -0.901 4.637 -0.215
C 0.644 -0.775 3.998 -0.219
C 0.676 -0.437 2.644 -0.222
H 0.707 -4.461 -2.580 0.214
H 0.543 -2.287 -3.792 0.215
H 0.195 -0.169 -2.504 0.211
H 0.184 -2.399 1.161 0.221
H 0.545 -4.509 -0.085 0.212
H -1.641 2.458 -0.912 0.146
H -3.810 2.886 -2.156 0.204
H -5.540 1.086 -2.252 0.200
H -5.113 -1.148 -1.205 0.206
H -2.938 -1.571 -0.050 0.208
H -2.664 -0.040 2.056 0.241
H -2.765 -0.779 4.450 0.218
H -0.629 -1.208 5.682 0.216
H 1.575 -0.958 4.534 0.218
H 1.616 -0.311 2.100 0.219
```